Record 1
ORCA calculation (wB97M-V/def2-TZVPD) on C35H41MoN10O5 as an isolated structure.

Each line ends with the Mulliken charge.
CARTESIAN COORDINATES (ANGSTROEM)
Mo (-1.077, 0.125, 0.684)  -2.01
C (0.941, -0.938, 4.611)  -1.94
C (0.505, -0.779, 3.196)  0.54
N (-0.473, -0.028, 2.820)  1.04
C (-1.299, 0.607, 3.866)  -1.16
C (-2.623, 0.975, 3.240)  -1.01
N (-2.345, 1.556, 1.903)  -0.17
C (-1.668, 2.884, 2.024)  -0.68
C (-1.125, 3.300, 0.684)  -1.01
N (-0.360, 2.171, 0.096)  0.79
C (-0.206, 2.304, -1.381)  -1.80
C (-0.489, 0.980, -2.107)  -0.32
N (-0.333, -0.168, -1.180)  0.86
C (0.863, -0.981, -1.455)  0.98
C (0.719, -1.881, -2.689)  -2.02
C (1.177, -1.740, -0.199)  0.70
C (2.151, -2.738, -0.112)  -0.81
C (2.613, -3.120, 1.126)  -1.42
C (2.128, -2.467, 2.262)  -1.01
C (1.139, -1.526, 2.103)  0.21
N (0.629, -1.213, 0.889)  1.86
H (0.880, 0.007, 5.149)  0.43
H (1.962, -1.301, 4.678)  0.56
H (0.294, -1.655, 5.126)  0.39
H (-0.774, 1.477, 4.263)  0.46
H (-1.461, -0.075, 4.700)  0.65
H (-3.171, 1.680, 3.869)  0.53
H (-3.243, 0.090, 3.098)  0.35
H (-3.239, 1.691, 1.437)  0.44
H (-0.850, 2.784, 2.735)  0.39
H (-2.364, 3.624, 2.423)  0.51
H (-0.494, 4.185, 0.779)  0.38
H (-1.938, 3.569, 0.011)  0.59
H (0.603, 2.194, 0.460)  0.22
H (0.807, 2.618, -1.617)  0.42
H (-0.868, 3.089, -1.749)  0.69
H (-0.070, 0.682, -4.003)  0.47
H (-1.511, 0.958, -2.486)  1.10
H (-0.333, -2.127, -2.819)  0.29
H (1.259, -2.820, -2.585)  0.47
H (1.057, -1.397, -3.601)  0.55
H (2.566, -3.171, -1.010)  0.54
H (3.372, -3.885, 1.220)  0.50
H (2.523, -2.705, 3.238)  0.53
O (-6.216, -5.031, 0.334)  -0.55
N (-6.092, -4.396, -0.692)  0.93
O (-6.632, -4.616, -1.745)  -0.52
C (-5.228, -3.186, -0.634)  0.06
C (-5.585, -2.168, -1.434)  -0.96
C (-4.856, -0.939, -1.404)  1.11
C (-5.263, 0.181, -2.150)  -0.86
C (-4.551, 1.347, -2.038)  -1.43
C (-3.421, 1.365, -1.222)  -0.81
N (-2.987, 0.315, -0.530)  1.09
C (-3.724, -0.828, -0.590)  -0.97
C (-3.347, -1.926, 0.253)  0.38
N (-2.264, -1.736, 1.061)  1.08
C (-1.932, -2.718, 1.891)  -0.16
C (-2.612, -3.929, 1.954)  -1.48
C (-3.689, -4.141, 1.135)  -0.68
C (-4.101, -3.111, 0.263)  0.68
H (-6.440, -2.276, -2.089)  0.61
H (-6.137, 0.116, -2.786)  0.54
H (-4.838, 2.244, -2.569)  0.54
H (-2.842, 2.273, -1.143)  0.68
H (-1.083, -2.552, 2.535)  0.48
H (-2.282, -4.690, 2.647)  0.54
H (-4.230, -5.074, 1.165)  0.64
C (6.684, 0.636, -0.698)  -1.27
C (5.276, 0.916, -0.195)  -1.03
C (4.346, 1.670, -1.210)  2.38
C (4.934, 3.017, -1.647)  -1.00
C (4.010, 3.804, -2.569)  -1.18
C (4.181, 0.759, -2.413)  -0.53
O (4.912, 0.713, -3.354)  -0.53
N (3.085, -0.158, -2.357)  0.24
C (2.104, -0.025, -1.452)  -0.59
O (0.391, 0.932, -3.195)  -0.53
N (2.096, 0.816, -0.482)  0.29
C (3.042, 1.849, -0.457)  -0.63
O (2.805, 2.789, 0.270)  -0.65
H (7.243, 0.105, 0.072)  0.44
H (7.224, 1.556, -0.913)  0.32
H (6.688, 0.024, -1.599)  0.33
H (5.311, 1.543, 0.700)  0.51
H (4.787, -0.022, 0.096)  0.18
H (5.876, 2.821, -2.154)  0.50
H (5.159, 3.589, -0.746)  0.43
H (3.758, 3.233, -3.465)  0.31
H (4.498, 4.718, -2.904)  0.48
H (3.090, 4.098, -2.061)  0.20
H (2.978, -0.740, -3.177)  0.34

- Kohn-Sham gap (spin up / spin down) (Ha) = 0.2602 / 0.2564
- LUMO level (spin up / spin down) (eV) = -9.366 / -9.945
- expectation value of S² = 2.02
- net charge = +3
- highest occupied orbital energy (spin up / spin down) (eV) = -16.45 / -16.92
- 2S+1 = 3



Record 2
ORCA calculation (wB97M-V/def2-TZVPD) on C4H5CsO as an isolated structure at a distorted geometry.

Each line ends with the Mulliken charge.
CARTESIAN COORDINATES (ANGSTROEM)
H (0.498, -0.089, 2.491)  0.05
C (0.481, -1.721, 0.602)  -0.07
C (0.433, -0.477, 0.828)  -1.01
H (0.371, -2.601, 1.235)  0.13
C (0.485, 0.828, 0.099)  -0.09
C (-0.834, 1.149, -0.532)  -0.07
O (-1.250, 0.652, -1.559)  -0.50
H (1.268, 0.840, -0.676)  0.14
H (0.739, 1.647, 0.791)  0.31
H (-1.505, 1.797, 0.069)  0.31
Cs (-0.686, -2.025, -3.348)  0.80

- Kohn-Sham gap (Ha) = 0.1477
- LUMO level (eV) = -0.971
- highest occupied orbital energy (eV) = -4.99



Record 3
ORCA calculation (wB97M-V/def2-TZVPD) on C14H24MnNO2P as an isolated structure at a distorted geometry.

Each line ends with the Mulliken charge.
CARTESIAN COORDINATES (ANGSTROEM)
C (0.472, 3.592, -3.308)  -0.64
C (-0.825, 3.185, -3.031)  -0.79
C (-1.077, 1.967, -2.354)  1.65
C (0.007, 1.209, -1.894)  -0.28
C (1.315, 1.613, -2.202)  1.06
C (1.562, 2.830, -2.868)  -0.82
C (-2.518, 1.607, -2.165)  -1.28
C (-2.952, 0.159, -1.850)  -0.98
N (-1.853, -0.844, -1.935)  0.01
Mn (-0.345, -0.531, -0.892)  -0.38
C (2.488, 0.742, -1.839)  -1.44
P (1.921, -0.943, -1.372)  1.18
H (-1.684, 3.797, -3.349)  0.38
H (2.585, 3.144, -3.072)  0.45
H (0.647, 4.515, -3.882)  0.35
H (3.062, 1.164, -1.006)  0.44
H (3.180, 0.654, -2.690)  0.53
H (-2.944, 2.222, -1.355)  0.40
H (-3.086, 1.919, -3.053)  0.46
H (-3.363, 0.087, -0.831)  0.24
C (2.933, -1.314, 0.065)  -1.42
C (2.388, -1.897, -2.844)  -1.62
H (-3.729, -0.173, -2.552)  0.49
C (-1.309, -1.090, -3.296)  -1.07
C (-2.261, -2.149, -1.330)  -0.79
H (1.010, 0.391, 1.502)  0.30
H (-2.043, -1.606, -3.924)  0.45
H (-0.954, -0.168, -3.754)  0.41
H (-0.325, -1.926, -3.122)  -0.15
H (-2.960, -2.658, -2.020)  0.38
H (-1.376, -2.777, -1.179)  0.16
H (-2.768, -1.969, -0.368)  0.32
H (3.467, -1.917, -2.992)  0.45
H (2.006, -2.925, -2.776)  0.50
H (1.923, -1.459, -3.730)  0.37
H (3.992, -1.395, -0.189)  0.39
H (2.833, -0.546, 0.843)  0.39
H (2.594, -2.259, 0.493)  0.34
H (0.065, -2.507, -2.518)  -0.05
O (-1.327, 1.062, 0.776)  -0.44
C (-0.439, 1.625, 1.425)  0.03
O (0.881, 1.348, 1.366)  -0.38
H (-0.606, 2.431, 2.142)  0.43

- Kohn-Sham gap (spin up / spin down) (Ha) = 0.1857 / 0.1704
- LUMO level (spin up / spin down) (eV) = -0.033 / -0.379
- expectation value of S² = 8.78
- highest occupied orbital energy (spin up / spin down) (eV) = -5.09 / -5.02
- 2S+1 = 6



Record 4
ORCA calculation (wB97M-V/def2-TZVPD) on a 2-piece molecular cluster, C2H4ClNO3 overall at a distorted geometry.

Each line ends with the Mulliken charge.
CARTESIAN COORDINATES (ANGSTROEM)
C (0.270, -0.079, 3.253)  0.39
C (0.281, -0.316, -0.216)  -0.44
N (-1.383, 0.119, 1.402)  -0.08
O (0.525, -1.138, 3.647)  -0.32
O (-1.031, 1.394, 1.205)  -0.31
O (-0.909, -0.676, 0.406)  -0.12
Cl (0.877, 1.400, 3.676)  -0.07
H (0.083, 0.316, -1.123)  0.22
H (0.853, -1.193, -0.624)  0.24
H (0.899, 0.129, 0.606)  0.19
H (-1.572, 1.790, 0.554)  0.29

- Kohn-Sham gap (spin up / spin down) (Ha) = 0.3206 / 0.3175
- LUMO level (spin up / spin down) (eV) = 0.291 / -0.310
- highest occupied orbital energy (spin up / spin down) (eV) = -8.43 / -8.95